Entry 1:
The following is a quantum chemistry calculation of a structure of composition C28H34NOPm in a non-equilibrium geometry, from the Open Molecules 2025 dataset.

Geometry as XYZ:
```
65
Properties=species:S:1:pos:R:3:nbo_charge:R:1
H 4.052 -5.219 0.393 0.21
C 3.447 -4.339 0.200 -0.58
H -4.079 1.027 -0.577 0.21
C 1.390 -3.597 -0.951 -0.06
N -2.747 2.251 -1.583 -0.73
C 0.622 -2.773 -1.460 -0.48
H 2.530 0.705 -3.019 0.23
H 1.602 4.383 -0.786 0.23
H -1.062 1.239 1.957 0.24
H 1.672 3.294 -3.290 0.23
C 2.881 0.085 0.291 -0.33
H 2.038 1.989 1.163 0.22
H -2.167 4.133 0.289 0.22
C -3.857 2.109 -0.616 -0.25
H 1.076 -5.406 1.058 0.21
H -0.164 4.473 -1.020 0.20
C 0.344 -1.809 2.180 -0.33
H 3.132 -3.929 1.149 0.21
Pm 0.195 -0.833 -0.337 1.51
C 0.433 -0.398 2.341 -0.29
H -4.712 2.642 -1.045 0.22
C -2.620 4.116 2.408 -0.20
H -0.098 3.613 -3.152 0.20
H 3.341 -6.200 -1.823 0.20
H 4.062 -3.611 -0.307 0.21
C -1.651 -0.884 1.461 -0.38
H 3.297 -4.582 -2.544 0.21
C -3.308 3.473 3.449 -0.21
C -2.739 3.650 1.085 -0.25
O -1.922 -0.007 -1.977 -0.56
H -2.929 2.788 -2.431 0.42
H 3.469 -1.251 -1.396 0.23
H -1.977 4.975 2.635 0.22
C 0.749 2.567 -1.448 -0.03
H -4.579 1.799 3.972 0.22
H -1.342 -3.109 1.442 0.25
C 2.518 0.694 -1.922 -0.35
C 0.658 3.840 -0.652 -0.61
C 3.048 -0.322 -1.064 -0.32
H 0.498 3.652 0.408 0.21
C -4.089 2.345 3.164 -0.20
C -3.569 2.564 0.797 0.03
C 2.712 -5.320 -1.992 -0.58
C -0.800 0.180 1.910 -0.37
C 1.955 1.712 -1.059 -0.12
H 0.501 1.966 -3.574 0.21
H 2.055 -6.681 0.287 0.20
H 3.231 -0.449 1.164 0.22
H 0.135 0.702 -1.754 0.23
C 1.426 -5.797 0.092 -0.58
H -3.234 3.841 4.478 0.22
H 0.547 -6.116 -0.491 0.22
H -0.567 1.498 -0.082 0.30
C 2.265 -4.743 -0.654 -0.17
H -4.802 1.018 1.617 0.21
H 1.277 0.157 2.747 0.24
C 0.702 2.870 -2.960 -0.61
C 2.248 1.365 0.292 -0.34
H 1.114 -2.538 2.460 0.24
C -4.217 1.906 1.851 -0.23
H -2.673 -0.765 1.076 0.24
C -0.411 1.532 -1.197 -0.55
C -0.953 -2.109 1.661 -0.34
H 1.859 -5.612 -2.613 0.22
C -1.811 1.246 -1.701 0.76
```

## Properties
Spin multiplicity: 5
<S²>: 6.0056
ΔE to the lowest compared entry with this formula, charge and spin (kJ/mol): 290.8
E_HOMO (spin up / spin down) (eV): -7.5 / -7.5
E_tot (hartree): -1825.5559
LUMO (spin up / spin down) (eV): -0.186 / -0.187

---

Entry 2:
The following is a quantum chemistry calculation of a cluster of 11 separate species, C17H50BNO12PS in total in a non-equilibrium geometry, from the Open Molecules 2025 dataset.

Geometry as XYZ:
```
83
Properties=species:S:1:pos:R:3:mulliken_charge:R:1
O -3.483 -0.574 2.567 -0.38
H -5.423 -0.612 1.862 0.32
H -3.224 -1.271 1.951 0.23
H 5.697 3.108 -6.152 0.30
H -9.107 -2.325 4.037 0.25
P 2.186 0.377 -1.440 0.54
H 4.520 3.069 -3.569 0.31
H 2.367 7.004 1.244 0.27
H 5.255 -1.711 -1.629 0.22
H -2.939 -0.272 8.888 0.25
O -7.086 -1.982 4.285 -0.42
H -2.061 2.979 1.761 0.17
H -1.181 -3.644 -4.833 0.31
H 7.246 -3.204 -0.763 0.22
O 5.229 3.340 -4.168 -0.55
O -2.413 2.741 4.273 -0.51
H 0.827 5.696 0.151 0.30
H -3.228 -2.670 -4.588 0.21
C 7.348 -3.845 -1.639 -0.52
O -2.205 1.554 8.262 -0.48
H -5.077 -1.699 3.239 0.38
H -0.806 4.145 1.239 0.23
O 0.523 6.119 0.964 -0.50
C 0.814 -3.135 -1.904 -0.33
H -1.272 0.116 9.412 0.28
O -1.673 -3.484 -5.652 -0.54
H -2.820 -2.344 -0.551 0.24
H -5.200 0.057 3.498 0.13
H 2.154 5.396 2.001 0.24
O 6.176 -3.726 -2.428 -0.44
H 8.219 -3.528 -2.220 0.26
C -0.623 -1.666 -0.267 -0.23
H 0.045 0.986 -1.072 0.22
C -1.375 3.256 0.957 -0.55
H -3.148 0.919 4.904 0.11
H -8.390 -2.970 5.545 0.24
H 1.355 6.826 2.699 0.22
H -2.335 -4.070 -2.379 0.34
H -3.124 -2.189 -6.300 0.24
N -0.186 -3.936 -2.509 -0.63
H -1.966 -1.518 -5.126 0.20
C 1.807 0.973 -7.177 -0.58
O 1.776 1.769 -6.005 -0.42
H -0.734 -0.860 0.518 0.36
H -2.761 3.178 5.060 0.26
H -7.262 -1.143 4.727 0.27
O 2.837 1.672 -0.485 -0.53
C 4.912 2.820 -5.450 -0.39
C -8.228 -2.804 4.477 -0.56
H 7.473 -4.882 -1.315 0.25
H 3.957 3.229 -5.787 0.18
C -1.425 -3.519 -1.943 -0.28
O 0.591 0.865 -1.891 -0.58
H -1.480 1.308 5.429 0.21
H 1.875 -3.372 -2.272 0.32
H -8.057 -3.762 3.986 0.22
C -2.546 -2.403 -5.400 -0.45
C 1.669 6.348 1.771 -0.55
H 2.619 0.243 -7.106 0.25
H 5.363 -1.120 0.285 0.18
H -1.806 0.855 3.738 0.13
H 1.979 1.620 -8.038 0.23
C -2.200 1.376 4.609 -0.21
H -2.554 1.988 9.049 0.28
C 4.802 -1.612 -0.579 -0.91
C -1.992 0.189 8.594 -0.53
S 3.189 0.200 -3.112 -0.50
O -0.480 2.178 0.703 -0.35
C 3.448 -2.144 -0.420 -0.12
H 3.331 -3.281 -0.294 0.27
H 6.289 -4.301 -3.195 0.26
C -4.877 -0.719 2.803 -0.67
H -1.944 3.463 0.051 0.28
H 4.855 1.729 -5.400 0.13
H 0.009 2.017 1.520 0.23
H -1.597 -0.327 7.719 0.21
C -1.744 -2.499 -0.887 -0.37
H 1.898 -0.948 0.767 -0.20
B 2.093 -1.237 -0.390 0.46
H 2.071 1.915 0.093 0.29
H 1.623 1.171 -5.258 0.23
H 0.851 0.456 -7.299 0.27
C 0.735 -2.034 -0.870 0.23
```

## Properties
Net charge: -1
E_HOMO (eV): -3.1
E_tot (hartree): -2399.4977
LUMO (eV): 1.680

---

Entry 3:
The following is a quantum chemistry calculation of a structure of composition C32H22BrCrP, from the Open Molecules 2025 dataset.

Geometry as XYZ:
```
57
Properties=species:S:1:pos:R:3:nbo_charge:R:1
C 4.459 0.080 -0.907 -0.21
H 2.365 1.925 3.039 0.22
H -3.654 -4.814 -1.947 0.21
C 0.139 4.074 0.584 -0.21
C 2.180 0.142 -0.108 -0.34
H 1.445 2.609 -0.290 0.24
C -3.228 -3.884 -1.587 -0.23
C 2.642 0.276 -2.496 -0.09
C 2.092 -1.445 3.230 -0.22
C -2.101 -1.421 -0.677 -0.38
C -3.965 -2.685 -1.755 0.03
Br -3.614 1.354 -0.757 0.11
H 3.004 -2.671 4.732 0.22
C -0.667 2.053 2.303 -0.25
H 0.505 0.603 -5.112 0.21
C 0.855 0.505 -4.091 -0.21
C 4.025 0.184 -2.195 -0.17
C -2.010 -3.853 -0.977 -0.20
H -1.967 3.513 3.175 0.22
C 0.705 2.808 0.474 -0.21
C -1.460 -2.628 -0.536 -0.22
H 4.737 0.203 -3.013 0.21
P 0.925 0.047 1.214 0.78
C -3.402 -1.471 -1.281 -0.16
C 1.689 0.249 -1.450 0.01
C 2.190 0.407 -3.833 -0.20
Cr -1.206 0.386 -0.223 1.02
H -1.449 -4.770 -0.841 0.21
H 2.919 0.430 -4.635 0.20
H -5.635 -3.640 -2.727 0.21
C 3.447 -0.592 5.022 -0.20
H -6.036 0.579 -2.103 0.23
C -0.083 0.475 -3.031 -0.26
C -4.227 -0.325 -1.438 -0.03
C 1.910 -0.155 2.738 -0.25
C 3.522 0.063 0.152 -0.21
C 2.864 -1.664 4.361 -0.20
H -1.250 5.318 1.640 0.22
H -1.135 0.536 -3.299 0.19
H 3.880 -0.023 1.170 0.22
H 4.043 -0.763 5.910 0.22
H 0.445 4.856 -0.099 0.22
H -0.469 -2.652 -0.091 0.20
H 5.516 0.012 -0.685 0.21
C 2.499 0.915 3.409 -0.23
C -5.457 -0.330 -2.023 -0.25
C -1.216 3.319 2.420 -0.20
H -0.997 1.261 2.967 0.23
C 0.281 0.354 -1.709 -0.43
C -0.812 4.331 1.558 -0.20
C 0.321 1.784 1.342 -0.32
C -5.241 -2.696 -2.371 -0.19
C 3.260 0.699 4.548 -0.21
H 3.710 1.539 5.062 0.22
H -6.947 -1.570 -2.977 0.22
C -5.971 -1.554 -2.511 -0.22
H 1.626 -2.284 2.726 0.22
```

## Properties
Spin multiplicity: 5
<S²>: 6.0536
E_HOMO (spin up / spin down) (eV): -6.6 / -7.7
E_tot (hartree): -5192.4123
LUMO (spin up / spin down) (eV): 0.184 / 0.272

---

Entry 4:
The following is a quantum chemistry calculation of a cluster of 3 separate species, C8H12N3O2 in total in a non-equilibrium geometry, from the Open Molecules 2025 dataset.

Geometry as XYZ:
```
25
Properties=species:S:1:pos:R:3:nbo_charge:R:1
H 0.775 2.422 1.943 0.23
O -1.170 -2.337 -2.749 -0.51
C -0.655 0.418 -1.944 0.55
C 0.163 1.445 0.149 -0.16
H 2.550 -2.046 -0.583 0.39
H -3.064 0.866 -0.738 0.21
H -1.530 2.793 2.740 0.24
C -0.062 2.079 1.354 -0.20
H 1.170 1.326 -0.217 0.22
H -2.341 1.190 -2.768 0.43
N 1.816 -1.449 -0.211 -1.07
C -1.134 -2.149 -1.621 1.02
H 1.133 -2.055 0.238 0.40
H -3.440 2.018 1.387 0.24
H 1.087 -0.572 -1.356 0.45
H 2.233 -0.883 0.522 0.39
C -0.915 1.012 -0.630 -0.19
C -1.357 2.289 1.802 -0.15
H -1.360 0.280 -3.857 0.42
O -1.132 -1.992 -0.489 -0.51
C -2.218 1.222 -0.168 -0.12
N -1.523 0.623 -2.922 -0.73
N 0.497 -0.177 -2.158 -0.76
H 0.719 -0.507 -3.088 0.41
C -2.432 1.857 1.040 -0.21
```

## Properties
Net charge: +1
ΔE to the lowest compared entry with this formula, charge and spin (kJ/mol): 0.0
E_HOMO (eV): -13.3
E_tot (hartree): -626.6387
LUMO (eV): -3.574